[1]
{"formula": "C2H5NP2", "method": "wB97M-V/def2-TZVPD", "symbols": ["P", "P", "N", "C", "C", "H", "H", "H", "H", "H"], "xyz": [[1.0334, -1.3476, 0.1218], [-1.8785, -0.6995, -0.3017], [0.8431, 2.2420, 0.9165], [0.0283, 0.2139, -0.3983], [0.4413, 1.3501, 0.3297], [2.1233, -1.2776, -0.7372], [-2.5989, 0.4357, -0.6562], [0.1301, 0.1837, -1.4932], [-1.9131, -0.4849, 1.0280], [1.7909, -0.6157, 1.1907]], "e_lumo_ha": 0.010, "multiplicity": 1, "smiles": "N#CC(P)P"}

***

[2]
{"formula": "C21H44MnO3P2", "method": "wB97M-V/def2-TZVPD", "symbols": ["Mn", "P", "P", "O", "O", "O", "C", "C", "C", "C", "C", "C", "C", "C", "C", "C", "C", "C", "C", "C", "C", "C", "C", "C", "C", "C", "C", "H", "H", "H", "H", "H", "H", "H", "H", "H", "H", "H", "H", "H", "H", "H", "H", "H", "H", "H", "H", "H", "H", "H", "H", "H", "H", "H", "H", "H", "H", "H", "H", "H", "H", "H", "H", "H", "H", "H", "H", "H", "H", "H", "H"], "xyz": [[-0.2351, 0.4044, -0.2700], [0.1703, 2.2852, -1.1991], [-0.1348, -2.5088, 0.4863], [-3.0928, 0.0102, -0.8125], [-1.2652, 0.4624, 2.5665], [2.0158, 0.5993, 1.8140], [-1.5568, -3.4216, 1.2617], [0.0764, -3.3782, -1.1509], [1.3082, 1.5264, -3.6685], [-1.7446, -3.0497, 2.7355], [-1.0559, -3.0820, -2.1502], [1.5426, -4.5408, 1.4348], [-1.2259, 1.4932, -3.5682], [1.5204, -2.4293, 2.8255], [-1.2610, 3.3897, -0.6909], [-1.5340, 4.5314, -1.6620], [-1.9567, 0.1584, -0.5365], [1.9343, 4.4145, -1.8864], [-2.8685, -3.2288, 0.4977], [0.8908, 0.5651, 1.3467], [1.4597, -3.1152, -1.7525], [-1.1238, 3.8859, 0.7507], [0.0523, 2.1777, -3.0700], [1.7757, 3.1969, -0.9759], [2.1359, 3.5971, 0.4548], [-0.4673, 0.4693, 1.6477], [1.3943, -3.0196, 1.4169], [2.2587, -3.5836, -1.1666], [0.1183, -0.8492, -1.5425], [0.1954, -0.0931, -1.8885], [-2.3647, 5.1264, -1.2611], [-2.1005, 4.2776, 1.0683], [2.2129, -3.0496, 3.4078], [2.1390, 2.2400, -3.7418], [-0.6681, 5.1928, -1.7732], [-1.1723, 0.4024, -3.4474], [0.7196, -5.0109, 1.9890], [1.3108, 5.2513, -1.5497], [-0.9860, -3.5123, 3.3794], [0.0140, 3.2311, -3.3908], [-1.6038, -2.1532, -1.9224], [-1.2348, -4.4724, 1.1781], [1.6683, -2.0399, -1.8349], [2.9804, 4.7438, -1.8188], [-0.8546, 3.0887, 1.4572], [1.0824, 1.1762, -4.6850], [2.4787, -4.7800, 1.9554], [-1.7775, -3.9092, -2.1617], [-0.6436, -2.9994, -3.1651], [-2.7239, -3.4194, 3.0659], [-3.0673, -2.1692, 0.2928], [-2.1182, 2.6916, -0.7212], [-0.3960, 4.7031, 0.8326], [1.5969, -4.9777, 0.4304], [1.9309, -1.4175, 2.7832], [-1.3273, 1.7029, -4.6442], [-1.7330, -1.9583, 2.8799], [1.6524, 0.6615, -3.0834], [-1.8350, 4.1710, -2.6520], [2.1979, -2.5744, 0.8059], [2.4986, 2.4217, -1.2862], [1.7273, 4.2141, -2.9415], [-2.8837, -3.7793, -0.4484], [-0.0009, -4.4370, -0.8505], [2.0384, 2.7738, 1.1664], [0.5653, -2.3814, 3.3560], [-2.1344, 1.8576, -3.0717], [1.4863, -3.5460, -2.7621], [3.1938, 3.8941, 0.4538], [-3.6880, -3.6144, 1.1168], [1.5507, 4.4552, 0.8043]], "s_squared": 3.9488, "e_lumo_ha": [-0.656, -0.683], "multiplicity": 4, "charge": 4}

***

[3]
{"formula": "C18H33N3O2", "method": "wB97M-V/def2-TZVPD", "symbols": ["O", "O", "N", "N", "N", "C", "C", "C", "C", "C", "C", "C", "C", "C", "C", "C", "C", "C", "C", "C", "C", "C", "C", "H", "H", "H", "H", "H", "H", "H", "H", "H", "H", "H", "H", "H", "H", "H", "H", "H", "H", "H", "H", "H", "H", "H", "H", "H", "H", "H", "H", "H", "H", "H", "H", "H"], "xyz": [[-5.4528, 1.6021, -1.1107], [-2.5333, -3.2436, -0.6801], [-3.6014, -0.0448, 0.3683], [-0.2727, -2.1818, 0.5531], [-1.5224, -1.6853, 0.6485], [4.6175, 1.5122, -0.3084], [2.3553, -2.5517, -0.6063], [4.4282, 0.6196, -1.5391], [3.4386, 1.5052, 0.6656], [2.0477, -2.2984, 0.8758], [-4.6541, 0.7324, 1.0077], [-2.5766, -2.2505, 0.0034], [0.1960, 0.8967, 0.9261], [2.7064, -1.2652, -1.3567], [0.6755, -0.2770, 1.8119], [0.7294, -1.5908, 1.0580], [1.0042, 2.1934, 1.0742], [-3.2594, 0.5677, -0.9122], [2.2318, 2.2925, 0.1622], [-4.4879, 0.8273, -1.7921], [-5.8555, 0.9721, 0.0863], [-3.8700, -1.4706, 0.2686], [4.1732, -0.8553, -1.1896], [3.6050, 0.9965, -2.1480], [2.0540, -0.4676, -1.0031], [-1.7143, -0.8150, 1.1439], [4.8073, 2.5367, -0.6384], [-2.5539, -0.0769, -1.4386], [3.7636, 1.9388, 1.6156], [1.4704, -3.0094, -1.0481], [-4.2671, -1.8151, 1.2286], [-6.5749, 1.6445, 0.5563], [1.9561, 1.9520, -0.8376], [1.9849, -3.2645, 1.3819], [0.2150, 0.5932, -0.1238], [2.5030, -1.4001, -2.4212], [1.3070, 2.3241, 2.1154], [-2.7741, 1.5246, -0.6941], [-4.5900, -1.7501, -0.5121], [3.1532, 0.4740, 0.8513], [3.1831, -3.2582, -0.6902], [5.5084, 1.1708, 0.2254], [-4.9333, -0.1266, -2.1129], [-4.2094, 1.4002, -2.6777], [2.5181, 3.3441, 0.0770], [5.3334, 0.7010, -2.1447], [-0.8455, 1.1230, 1.1685], [4.4971, -1.0411, -0.1641], [-4.9722, 0.2265, 1.9209], [1.6584, -0.0578, 2.2234], [-4.2197, 1.7018, 1.2744], [2.8531, -1.7294, 1.3406], [-6.3536, 0.0165, -0.1405], [0.3404, 3.0248, 0.8242], [-0.0031, -0.3913, 2.6639], [4.7819, -1.4960, -1.8309]], "e_lumo_ha": 0.024, "multiplicity": 1, "smiles": "O=C(CN1CCOCC1)NN=C1CCCCCCCCCCC1"}

***

[4]
{"formula": "C8H14O", "method": "wB97M-V/def2-TZVPD", "symbols": ["O", "C", "C", "C", "C", "C", "C", "C", "C", "H", "H", "H", "H", "H", "H", "H", "H", "H", "H", "H", "H", "H", "H"], "xyz": [[2.8977, 0.7387, -0.3376], [1.0310, -0.5510, -0.1907], [0.2270, 0.2908, 0.7838], [2.5233, -0.6038, -0.1000], [-0.2217, -1.0522, 0.6734], [-0.7754, 1.5766, 0.4286], [-2.5565, -0.3987, -0.0953], [-1.9267, 1.0464, -0.5550], [-1.3346, -1.3839, -0.2786], [-3.0435, -0.3128, 0.8892], [0.9883, -0.1942, -1.2219], [0.6289, 0.6131, 1.7311], [2.0915, 1.2187, -0.8294], [-2.5636, 1.9443, -0.6514], [-1.5309, 0.9298, -1.6199], [3.2241, -0.9025, 0.7680], [-0.2005, -1.5639, 1.6439], [-1.6974, -2.4734, -0.2143], [-0.9915, -1.3379, -1.3156], [-0.0785, 2.4402, 0.2031], [2.8663, -1.1677, -0.9502], [-1.3637, 1.8788, 1.2676], [-3.3105, -0.5279, -0.9963]], "e_lumo_ha": 0.037, "multiplicity": 1, "smiles": "OC[C@@H]1[C@H]2CCCC[C@@H]12"}

***

[5]
{"formula": "C2H4CoLiO2", "method": "wB97M-V/def2-TZVPD", "symbols": ["Co", "O", "O", "C", "C", "Li", "H", "H", "H", "H"], "xyz": [[0.4284, 0.7486, 1.7689], [0.4902, -0.4827, 3.0131], [0.3629, 1.2938, 0.0291], [-1.9721, 0.8524, -0.3016], [-0.7356, 1.1270, -0.7375], [1.8586, 1.6573, -0.9911], [-0.5731, 1.2555, -1.8167], [-2.7137, 0.4790, -1.0062], [-0.0479, -0.5599, 3.7994], [-2.2528, 0.9268, 0.7527]], "s_squared": 6.0215, "e_lumo_ha": [-0.320, -0.475], "multiplicity": 5, "charge": 2}

***

[6]
{"formula": "C22H31N3O2", "method": "wB97M-V/def2-TZVPD", "symbols": ["O", "O", "N", "N", "N", "C", "C", "C", "C", "C", "C", "C", "C", "C", "C", "C", "C", "C", "C", "C", "C", "C", "C", "C", "C", "C", "C", "H", "H", "H", "H", "H", "H", "H", "H", "H", "H", "H", "H", "H", "H", "H", "H", "H", "H", "H", "H", "H", "H", "H", "H", "H", "H", "H", "H", "H", "H", "H"], "xyz": [[1.8346, 0.8014, -1.5240], [4.8240, 1.8985, 1.1161], [2.5413, 0.7973, 0.6285], [4.7553, -1.8764, -0.3303], [3.7121, 0.0841, 0.3628], [-4.9479, -1.4513, -0.4950], [-5.9291, -2.0362, 0.5222], [4.8962, 0.7790, 0.6400], [6.0975, 0.0324, 0.3283], [-0.1503, 1.7216, 1.2052], [-0.1739, 2.7210, -1.0947], [1.7378, 1.2391, -0.4039], [8.4876, -0.1206, 0.1902], [-7.7805, -0.3147, 0.1874], [-1.1225, 1.6165, -1.5525], [-6.8616, -1.0174, 1.1797], [-1.0579, 0.5966, 0.7169], [3.6861, -1.2160, -0.0768], [-3.9686, -0.4481, 0.1114], [-2.9109, -0.0207, -0.9047], [7.1342, -2.0004, -0.4749], [8.3695, -1.4227, -0.2992], [0.7175, 2.2650, 0.0632], [7.3613, 0.6035, 0.5022], [-1.9786, 1.0859, -0.4014], [5.9741, -1.2807, -0.1640], [2.3605, -1.8693, -0.2455], [-0.7677, 2.5387, 1.5859], [2.7087, 1.4496, 1.3923], [-5.3600, -2.5421, 1.3067], [-1.7677, 2.0076, -2.3419], [-2.3132, -0.8881, -1.1947], [9.2620, -1.9809, -0.5418], [1.2904, 3.1260, 0.4303], [-4.5094, 0.4366, 0.4516], [0.4533, 3.0278, -1.9332], [-6.5382, -2.7918, 0.0196], [-8.4914, 0.3180, 0.7144], [-0.4496, -0.2295, 0.3418], [-0.5389, 0.7984, -1.9755], [7.4206, 1.6130, 0.8801], [1.7407, -1.7057, 0.6346], [2.5127, -2.9313, -0.4073], [1.8529, -1.4431, -1.1102], [0.4727, 1.3650, 2.0276], [-3.4904, -0.9046, 0.9800], [-3.4201, 0.3392, -1.8025], [-0.7525, 3.5876, -0.7662], [-7.4747, -1.5451, 1.9148], [-7.2130, 0.3121, -0.4953], [-2.5920, 1.9076, -0.0121], [-5.4983, -0.9761, -1.3085], [-8.3381, -1.0439, -0.3966], [-1.6481, 0.2278, 1.5571], [7.0268, -3.0046, -0.8525], [-4.3774, -2.2765, -0.9293], [9.4662, 0.3156, 0.3221], [-6.2739, -0.2746, 1.7216]], "e_lumo_ha": 0.019, "multiplicity": 1, "smiles": "CCCCCC[C@H]1CC[C@@H](C(=O)Nn2c(C)nc3ccccc3c2=O)CC1"}

***

[7]
{"formula": "C4H12NO", "method": "wB97M-V/def2-TZVPD", "symbols": ["O", "N", "C", "C", "C", "C", "H", "H", "H", "H", "H", "H", "H", "H", "H", "H", "H", "H"], "xyz": [[-2.9024, 1.3700, 0.9591], [-1.4076, 0.4644, -1.2336], [1.4823, -1.1544, 0.6560], [-0.2661, 0.1835, -0.3321], [0.2157, -1.0448, -0.1833], [2.6891, -0.4135, 0.0810], [1.6684, -2.2004, 0.8879], [0.0688, 1.0725, 0.1711], [3.1325, 0.2700, 0.8017], [-0.2699, -1.9262, -0.5650], [-2.2458, 0.6263, -0.6544], [2.4850, 0.0968, -0.8536], [-1.2501, 1.4101, -1.7164], [-1.4815, -0.3578, -1.8722], [1.3183, -0.6568, 1.5984], [3.5444, -0.9799, -0.3158], [-3.3874, 2.2117, 0.9063], [-3.3939, 1.0284, 1.6651]], "s_squared": 0.7508, "e_lumo_ha": [0.030, 0.020], "multiplicity": 2}

***

[8]
{"formula": "C3H2CoO2", "method": "wB97M-V/def2-TZVPD", "symbols": ["Co", "O", "O", "C", "C", "C", "H", "H"], "xyz": [[-2.7024, -1.6576, -1.0295], [1.0720, -1.5626, 0.1073], [1.3940, 0.6233, 0.3505], [-0.9340, 0.7105, -0.2767], [-1.2939, -0.4703, -0.4863], [1.6892, -0.5985, 0.3019], [1.7427, 1.1906, 1.0771], [-0.9676, 1.7646, -0.0443]], "s_squared": 6.0106, "e_lumo_ha": [-0.591, -0.705], "multiplicity": 5, "charge": 3}

***

Energy: -22220.312 -78475.484 -27766.041 -10566.849 -44045.316 -31884.131 -7875.874 -44819.323 (eV)